Formula: C5H4S
Source: the Open Molecules 2025 dataset
Level of theory: ωB97M-V/def2-TZVPD

F_max in eV/A: 3.8
Lowest unoccupied orbital energy (spin up / spin down) in Eh: -0.0303 / -0.0294
Spin multiplicity: 1
Relative energy (zero: lowest compared OMol25 entry of this formula, charge and spin) in eV: 5.880
Electronic energy in eV: -16077.4496

Geometry as XYZ:
```
10
Properties=species:S:1:pos:R:3:forces:R:3:nbo_charge:R:1
C -0.744426 1.302162 0.473809 1.9 1.6 -1.5 -0.016
C 0.121980 1.572240 -0.399754 -0.2 0.3 1.3 -0.023
C -1.320749 0.151816 0.860738 1.2 -3.2 1.6 -0.389
C 1.023115 0.464655 -0.770553 -1.8 -0.4 1.7 -0.391
C 0.373995 -0.838189 -0.277139 -0.9 -1.7 -0.6 -0.354
S 1.883568 -0.573036 0.434061 1.2 0.9 1.2 0.267
H -1.092595 -0.407890 1.824378 -0.5 1.3 -1.0 0.233
H -2.132642 -0.234658 0.314577 -1.2 -0.3 -0.5 0.221
H 1.490583 0.413409 -1.672518 1.1 0.2 -2.5 0.224
H 0.397172 -1.850506 -0.787597 -0.8 1.3 0.3 0.228
```
Positions in Å, forces in eV/Å.


Formula: C5H6INO2
Source: the Open Molecules 2025 dataset
Level of theory: ωB97M-V/def2-TZVPD

F_max in eV/A: 4.8
Lowest unoccupied orbital energy (spin up / spin down) in Eh: -0.0431 / -0.0300
Spin multiplicity: 1
Relative energy (zero: lowest compared OMol25 entry of this formula, charge and spin) in eV: 7.883
Electronic energy in eV: -18960.1165

Geometry as XYZ:
```
15
Properties=species:S:1:pos:R:3:forces:R:3:nbo_charge:R:1
C -0.432105 -0.764094 -0.611536 -0.5 -1.3 -3.1 0.147
C 0.665964 1.002024 0.422535 -0.1 0.7 -0.5 0.704
C -0.464350 1.651788 -0.338413 -0.9 -3.0 1.8 -0.569
C -1.104605 0.473926 -1.030876 -0.8 0.1 -1.3 -0.416
C 1.641049 -1.234526 0.617290 -1.6 -0.1 0.4 -0.424
N 0.597810 -0.380473 0.011460 3.2 0.6 3.6 -0.467
O -2.085758 -2.665766 0.141617 0.1 0.2 0.0 -0.354
O 1.433483 1.487602 1.211455 -0.5 -0.6 -0.7 -0.522
I -2.882412 -0.307798 -0.221907 -1.9 0.0 1.0 0.419
H -1.205882 1.861316 0.387565 -0.5 1.2 1.0 0.260
H -0.141805 2.483408 -0.806634 0.8 2.7 -1.9 0.255
H -1.484765 0.516041 -2.055895 0.9 0.1 0.1 0.276
H 1.975047 -0.658850 1.491311 0.4 -0.5 -0.4 0.232
H 2.377357 -1.298502 -0.186074 0.3 -0.7 0.6 0.219
H 1.110970 -2.166097 0.968101 1.1 0.7 -0.8 0.243
```
Positions in Å, forces in eV/Å.


Formula: C8H17F2InNNbO4
Source: the Open Molecules 2025 dataset
Level of theory: ωB97M-V/def2-TZVPD

Net charge: +2
F_max in eV/A: 5.5
Lowest unoccupied orbital energy in Eh: -0.4529
Spin multiplicity: 1
Relative energy (zero: lowest compared OMol25 entry of this formula, charge and spin) in eV: 0.000
Electronic energy in eV: -30380.0331

Geometry as XYZ:
```
34
Properties=species:S:1:pos:R:3:forces:R:3:lowdin_charge:R:1
C -1.311045 -0.858969 2.644823 0.5 0.0 0.3 -0.069
C -0.551581 -1.909593 1.849996 -0.3 -0.2 0.0 -0.407
C -1.491761 -2.722333 0.956882 0.0 0.2 -0.1 -0.050
C 0.662518 -1.396656 1.053047 -0.6 0.2 0.1 -0.206
C 1.228867 -0.052342 1.401579 1.0 -0.2 0.5 -0.161
Nb 0.467172 1.783616 0.317267 -0.1 -2.9 0.3 1.426
C -1.375856 0.942748 -0.860054 -1.2 0.3 -1.1 -0.186
O -1.194134 0.279521 -2.055935 -0.7 0.8 0.2 -0.296
O -2.028817 1.006022 -3.035666 0.7 -0.3 0.5 0.013
N 1.881133 1.507160 -1.442655 -1.9 0.3 0.7 0.019
C 2.387295 0.218458 -1.496636 1.4 -0.2 0.1 -0.606
O 1.933663 -0.765604 -2.055026 0.7 0.3 1.3 0.025
F 3.484175 0.076065 -0.830379 0.3 0.2 0.4 0.240
C 1.584453 2.199306 -2.600232 3.0 0.8 -0.4 -0.694
O 2.188086 1.993503 -3.639618 -0.5 0.8 0.6 0.079
F 0.669907 3.132127 -2.524983 0.0 -0.2 0.6 0.167
H -1.617396 0.001922 2.044483 -0.2 0.0 -0.1 0.039
H -2.177872 -1.309839 3.115138 -0.3 0.0 -0.1 0.104
H -0.714773 -0.467844 3.468824 0.1 0.1 0.1 0.088
H -0.156153 -2.611797 2.584746 0.2 0.0 0.1 0.150
H -1.978403 -3.503072 1.529068 -0.2 -0.1 0.1 0.096
H -0.961351 -3.204152 0.139072 0.1 -0.1 -0.1 0.084
H -2.278935 -2.095864 0.532753 0.0 0.1 -0.1 0.080
H 1.500832 -2.087413 1.229235 0.2 0.0 -0.2 0.163
H 0.466658 -1.507940 -0.018572 0.1 0.0 -0.1 0.103
H 1.042063 0.290284 2.429571 -0.4 0.4 -0.1 0.093
H 2.315550 -0.026868 1.260764 0.1 0.5 -0.3 0.087
H 0.161002 3.504993 -0.147732 1.2 0.2 1.2 0.058
H 1.653502 2.860756 1.134646 -0.9 1.0 -0.7 0.055
H -0.686737 2.097515 1.603152 -0.3 0.3 -0.3 -0.041
H -1.972376 1.842450 -1.047031 0.1 0.2 0.2 0.110
H -1.904700 0.267799 -0.173000 0.6 -0.1 0.6 0.095
H -2.091582 0.341435 -3.751896 -0.1 -0.1 0.1 0.120
In 0.866596 0.174605 -3.615630 -2.5 -2.3 -4.3 1.223
```
Positions in Å, forces in eV/Å.


Formula: C10H16Cl12N3O2
Source: the Open Molecules 2025 dataset
Level of theory: ωB97M-V/def2-TZVPD

Net charge: -1
F_max in eV/A: 1.0
Lowest unoccupied orbital energy in Eh: 0.0795
Spin multiplicity: 1
Electronic energy in eV: -169464.6935

Geometry as XYZ:
```
43
Properties=species:S:1:pos:R:3:forces:R:3:nbo_charge:R:1
C 0.960257 2.212784 2.794665 0.2 -0.2 0.0 -0.517
C 1.768776 1.551028 1.946588 -0.4 0.2 0.1 0.058
N 1.264409 0.927507 0.791781 0.4 0.9 -0.1 -0.692
C 0.816913 -0.483768 0.923277 0.7 -0.6 -0.3 0.315
N 0.633885 -0.837149 2.312761 -0.6 0.3 -0.1 -0.824
N -0.328381 -0.777655 0.069914 -0.4 0.4 0.4 -0.656
C -1.474513 0.105009 0.219613 -0.5 -0.1 -0.2 -0.234
C -2.480258 -0.330659 1.303816 -0.3 0.0 -0.6 -0.624
C 1.951519 -1.398559 0.318534 -0.2 -0.1 -0.1 0.761
O 2.183321 -1.157408 -0.905712 0.0 0.4 -0.3 -0.864
O 2.467409 -2.255331 1.018451 0.2 -0.3 0.4 -0.694
H 1.174269 2.223652 3.859754 0.5 0.8 -0.2 0.190
H 0.063328 2.711619 2.442371 -0.5 -0.9 0.1 0.193
H 2.847811 1.515431 2.116434 -0.1 -0.6 0.4 0.164
H 1.965733 0.942735 0.060879 -0.2 -0.2 -0.2 0.393
H -0.051031 -0.211938 2.731379 0.1 0.1 0.0 0.346
H 0.215079 -1.761178 2.299403 0.2 -0.1 0.1 0.371
H -0.006965 -0.795872 -0.889110 0.1 0.0 0.0 0.393
H -2.013858 0.083889 -0.732499 0.1 0.1 0.0 0.184
H -1.201684 1.154338 0.383850 0.3 -0.1 0.0 0.179
H -3.295594 -0.899811 0.843190 0.1 -0.1 0.1 0.195
H -2.045446 -0.976310 2.058159 0.1 0.2 0.1 0.207
H -2.950365 0.550723 1.748850 0.1 -0.1 0.3 0.194
C 4.055677 2.802982 -1.937420 0.1 -0.1 0.0 -0.292
Cl 5.758154 3.171113 -1.585802 0.0 0.0 0.0 -0.019
Cl 3.707246 1.098832 -1.733158 0.1 0.3 0.2 0.085
Cl 2.996874 3.794909 -0.926915 0.0 0.0 0.0 0.005
H 3.874001 3.072204 -2.969366 0.0 0.0 0.0 0.217
C 3.065132 -2.313806 -3.317303 0.0 -0.2 0.1 -0.299
Cl 4.778820 -2.718172 -3.506091 0.0 0.0 -0.1 -0.023
Cl 2.685423 -0.816346 -4.166933 -0.1 -0.1 -0.3 -0.017
Cl 2.047539 -3.639704 -3.902674 0.0 0.0 0.0 -0.022
H 2.849709 -2.140533 -2.254803 0.0 0.1 0.0 0.322
C -5.331926 -1.377428 4.097099 0.0 0.0 0.0 -0.286
Cl -3.589719 -1.464604 4.312750 -0.1 0.0 0.1 0.041
Cl -5.820478 0.216567 3.514882 0.0 0.0 0.0 0.014
Cl -5.897975 -2.641380 3.001753 0.0 0.0 0.0 0.014
H -5.800692 -1.536710 5.058389 0.0 0.0 0.0 0.222
C -2.349266 0.519568 -4.382095 0.1 0.0 0.1 -0.289
Cl -3.532278 -0.792465 -4.463573 0.0 0.0 0.0 0.004
Cl -2.941428 1.820602 -3.343576 0.0 0.0 0.0 0.009
Cl -0.790117 -0.068210 -3.831900 0.0 0.0 0.0 0.055
H -2.229310 0.919507 -5.379613 0.0 0.0 0.0 0.220
```
Positions in Å, forces in eV/Å.


Formula: C23H14Cl3F3NO3S
Source: the Open Molecules 2025 dataset
Level of theory: ωB97M-V/def2-TZVPD

Net charge: -1
F_max in eV/A: 4.0
Lowest unoccupied orbital energy in Eh: 0.0304
Spin multiplicity: 1
Electronic energy in eV: -88265.7443

Geometry as XYZ:
```
48
Properties=species:S:1:pos:R:3:forces:R:3:nbo_charge:R:1
F -5.468828 -1.893262 5.045139 0.0 -0.6 1.0 -0.337
C -4.171649 -1.584559 5.244849 1.1 2.3 -3.1 0.978
F -4.038859 -0.851980 6.368374 -0.3 -0.9 0.7 -0.339
F -3.439306 -2.711608 5.339432 -0.5 -0.7 1.1 -0.340
C -3.665979 -0.774789 4.062752 -0.6 -0.5 1.0 -0.283
C -2.663134 0.166791 4.243451 -0.1 -0.1 0.1 -0.172
C -2.210827 0.910387 3.189246 -0.1 -0.2 -0.1 -0.285
C -2.748323 0.729817 1.883908 -0.4 -0.5 0.1 -0.026
C -2.314787 1.502297 0.837050 0.4 0.6 -2.4 -0.751
S -2.917073 1.271255 -0.839634 -0.4 -1.0 3.3 2.041
C -1.960260 2.412232 -1.848941 -0.3 -0.3 0.2 -0.202
C -2.422956 3.695481 -2.031857 -0.5 0.3 0.2 -0.218
C -1.730322 4.569172 -2.846906 -0.1 0.2 0.0 -0.216
C -0.572929 4.157328 -3.474729 0.1 0.1 -0.1 -0.210
C -0.105692 2.873468 -3.277792 0.2 -0.1 -0.1 -0.222
C -0.797773 1.999608 -2.461472 0.2 -0.6 0.1 -0.209
O -2.513332 -0.131634 -1.231859 -1.5 2.7 -0.3 -0.953
O -4.345055 1.768087 -0.817336 2.4 -1.4 -1.4 -0.954
C -3.749714 -0.268285 1.724831 0.0 -0.1 0.2 -0.235
C -4.194212 -0.992156 2.797385 0.0 0.0 0.0 -0.180
H -2.261385 0.298758 5.235517 0.2 0.2 0.1 0.199
H -1.427226 1.631313 3.337075 0.2 0.3 0.0 0.190
H -1.623178 2.299558 1.007591 0.3 0.4 -0.3 0.208
H -3.343836 3.992252 -1.553557 -0.1 0.0 0.1 0.243
H -2.107622 5.564461 -3.012175 -0.1 0.2 0.0 0.203
H -0.044223 4.833017 -4.129703 0.1 0.1 -0.1 0.202
H 0.790828 2.544371 -3.776300 0.2 -0.1 0.0 0.214
H -0.445700 0.990116 -2.307350 0.0 -0.1 0.0 0.254
H -4.164437 -0.423114 0.743383 -0.1 -0.1 0.0 0.208
H -4.975984 -1.727912 2.688525 -0.1 -0.1 -0.2 0.201
Cl 0.666627 -0.721507 -0.139353 -0.4 0.2 0.4 0.097
C 1.904770 -1.874259 -0.597470 -0.1 0.5 1.0 -0.202
Cl 1.149045 -3.338679 -1.185691 -0.3 -1.0 -0.4 0.038
C 2.676121 -1.295103 -1.742150 -0.5 1.2 -1.6 0.511
O 2.124003 -0.555272 -2.520797 0.6 -0.4 0.1 -0.446
C 4.101476 -1.668455 -1.884966 0.6 -0.5 0.2 0.094
C 4.780769 -2.194101 -0.772666 -0.1 0.1 0.0 -0.094
C 6.106244 -2.553158 -0.915806 0.1 0.0 0.1 -0.161
C 6.689982 -2.389161 -2.145665 0.4 -0.2 0.2 -0.231
C 5.942336 -1.867676 -3.174050 0.1 0.2 -0.7 0.034
N 4.677891 -1.500470 -3.072532 -0.4 0.0 0.3 -0.344
C 4.074583 -2.341967 0.493218 -1.4 0.4 0.0 -0.029
Cl 4.970463 -2.663650 1.933994 0.2 -0.1 0.0 0.018
C 2.744784 -2.199477 0.580071 1.0 -0.2 0.6 -0.186
H 6.651505 -2.956049 -0.077731 0.1 0.0 0.1 0.232
H 7.717019 -2.668403 -2.307725 0.2 0.0 -0.1 0.220
H 6.394854 -1.741774 -4.146682 0.0 0.1 -0.2 0.192
H 2.261299 -2.321310 1.537106 -0.2 0.0 0.0 0.252
```
Positions in Å, forces in eV/Å.


Formula: C6H8O2
Source: the Open Molecules 2025 dataset
Level of theory: ωB97M-V/def2-TZVPD

F_max in eV/A: 3.1
Lowest unoccupied orbital energy (spin up / spin down) in Eh: 0.0030 / -0.0229
Spin multiplicity: 1
Relative energy (zero: lowest compared OMol25 entry of this formula, charge and spin) in eV: 5.548
SMILES: C=C=C(C)[C@H]1O[C@@H]1O
Electronic energy in eV: -10441.1782

Geometry as XYZ:
```
16
Properties=species:S:1:pos:R:3:forces:R:3:nbo_charge:R:1
C 0.471605 -1.430204 -1.228170 2.3 1.6 1.1 0.332
C 0.202255 0.517467 2.159276 -0.6 -0.6 0.9 -0.623
C -1.003916 0.772386 0.023434 -0.6 -0.1 0.1 0.219
C -0.103447 0.157539 0.736007 1.0 -0.8 1.1 -0.171
C 0.878488 -0.670390 0.019213 0.2 0.3 -2.2 0.026
C -1.882342 1.368194 -0.725428 -0.8 0.5 -0.8 -0.560
O 0.831334 -2.106268 -0.022204 -0.5 0.5 -0.8 -0.457
O 1.449014 -1.427305 -2.279600 -1.0 -0.5 0.6 -0.720
H 1.501200 -0.544502 -2.684348 -0.2 -0.4 0.5 0.480
H -0.572136 -1.488667 -1.515358 0.1 -0.3 -0.1 0.169
H 1.877872 -0.246872 0.033827 0.4 -0.4 -0.1 0.183
H 0.633388 1.523748 2.205708 -0.1 -0.1 -0.1 0.217
H -0.704943 0.502157 2.771709 0.1 0.1 0.1 0.227
H 0.921588 -0.177705 2.603369 -0.2 0.0 -0.1 0.222
H -2.413915 2.242605 -0.369858 0.7 0.8 -0.5 0.231
H -2.086042 1.007814 -1.727576 -1.0 -0.6 0.3 0.225
```
Positions in Å, forces in eV/Å.